Entry 1:
# C5H24N10O7

A cluster of 7 separate species, C5H24N10O7 in total at a distorted geometry (the ωB97M-V functional and the def2-TZVPD basis, the Open Molecules 2025 dataset).

Summary:
- E_LUMO (spin up / spin down): -0.096 / -0.319 Eh

Structure (ORCA input):
```
! wB97M-V def2-TZVPD RIJCOSX def2/J DEFGRID3
* xyz 1 2
O 0.30552 0.93778 0.19780
H -0.16469 0.17230 -0.13260
H -0.15061 1.68508 -0.18914
O 2.85601 1.53220 -0.00421
H 2.02919 1.06870 0.12910
H 2.65642 2.44439 0.20628
C 3.47459 -1.47315 -0.85641
O 2.30944 -1.15556 -0.86094
N 4.48843 -0.73117 -0.54800
N 3.94635 -2.60648 -1.21128
H 4.34508 0.18651 -0.15126
H 5.34876 -1.24941 -0.44137
H 3.27980 -3.35017 -1.36207
H 4.88104 -2.96416 -1.07521
C 1.12967 0.85976 3.45976
O 1.15284 0.67835 4.65925
N 1.74681 0.17706 2.52747
N 0.45965 1.88371 2.94887
H 1.35708 0.33729 1.60957
H 2.16548 -0.66817 2.88857
H 0.22859 1.88821 1.96567
H -0.02522 2.57857 3.49858
C -2.71713 2.59134 0.19893
O -2.02780 3.24450 0.84876
N -3.38237 2.90852 -0.85765
N -2.94860 1.35870 0.34186
H -3.43237 3.82769 -1.27325
H -4.00054 2.21941 -1.26149
H -3.49645 0.84792 -0.33568
H -2.45843 0.83432 1.05239
C -0.64572 -0.67056 -2.76570
O -0.85271 -1.53461 -1.90547
N 0.52737 -0.04633 -2.67731
N -1.50498 -0.16954 -3.57903
H 0.76355 0.68072 -3.33739
H 1.20561 -0.31221 -1.97773
H -2.23526 -0.73450 -3.98844
H -1.31005 0.74345 -3.96446
C -2.76047 -2.44235 1.39272
O -3.49260 -2.81550 2.22229
N -1.46567 -2.70886 1.42995
N -3.03938 -1.66201 0.37697
H -0.90621 -2.44532 0.63142
H -1.15227 -3.20868 2.24974
H -4.01105 -1.39232 0.32006
H -2.47683 -1.34521 -0.39973
*
```

Mulliken population analysis, charges in e, atoms 1 to 8:
1 O -0.027
2 H -0.098
3 H 0.148
4 O -0.645
5 H 0.359
6 H 0.323
7 C 0.493
8 O -0.582


Entry 2:
# C5H10O2

An isolated molecule of C5H10O2 (the ωB97M-V functional and the def2-TZVPD basis, the Open Molecules 2025 dataset).

Summary:
- Relative energy (zero: lowest compared OMol25 entry of this formula, charge and spin): 59.4 kcal per mole
- E_LUMO: 0.036 Eh
- SMILES: C=C[C@H](O)COC

Structure (ORCA input):
```
! wB97M-V def2-TZVPD RIJCOSX def2/J DEFGRID3
* xyz 0 1
C 0.76560 1.14499 -1.34766
C -0.32339 0.39441 -1.22532
C -1.21400 0.49518 -0.01275
O -1.31429 1.82219 0.47978
C -0.64048 -0.35228 1.14908
O 0.76367 -0.36880 1.20443
C 1.33716 -1.49234 0.57622
H 0.99793 1.90386 -0.60434
H 1.47397 1.00324 -2.15587
H -0.53971 -0.39994 -1.93853
H -2.21831 0.10495 -0.25037
H -1.56071 2.39295 -0.26198
H -1.03890 -1.37467 1.08912
H -1.00138 0.09963 2.07805
H 0.86589 -1.71484 -0.39084
H 1.25249 -2.38410 1.21530
H 2.39444 -1.27443 0.39567
*
```

Mulliken population analysis, charges in e, atoms 1 to 8:
1 C -0.633
2 C -0.510
3 C 0.278
4 O -0.592
5 C -0.731
6 O -0.333
7 C -0.701
8 H 0.259


Entry 3:
# C5H10NO2S

The ion C5H10NO2S with charge +1 at a distorted geometry (the ωB97M-V functional and the def2-TZVPD basis, the Open Molecules 2025 dataset).

Summary:
- Relative energy (zero: lowest compared OMol25 entry of this formula, charge and spin): 116.5 kcal per mole
- E_LUMO: -0.172 Eh
- SMILES: C=CS(=O)(=O)[N+]1(C)CC1

Structure (ORCA input):
```
! wB97M-V def2-TZVPD RIJCOSX def2/J DEFGRID3
* xyz 1 1
C 2.50417 -1.45086 0.49139
C 1.66041 -0.46901 0.88536
S 1.07628 0.65240 -0.32654
O 1.18031 2.25344 0.07908
O 1.27572 0.25306 -1.67043
N -0.76733 0.29362 -0.24983
C -1.10929 -0.82595 -0.93891
C -1.61199 1.47652 -0.22711
C -1.31211 0.65044 0.97614
H 2.87480 -2.22075 1.20717
H 2.81336 -1.53849 -0.51902
H 1.23378 -0.49230 1.79815
H -2.09309 -1.37606 -0.61291
H -1.15810 -0.44601 -1.95834
H -0.37583 -1.56674 -0.89631
H -2.47304 1.30702 -0.87636
H -1.05243 2.42226 -0.31704
H -0.59756 1.07771 1.65625
H -2.06806 -0.00028 1.49927
*
```

Mulliken population analysis, charges in e, atoms 1 to 8:
1 C -0.533
2 C -0.186
3 S 1.058
4 O -0.580
5 O -0.534
6 N 0.159
7 C -0.852
8 C -0.325


Entry 4:
# BrH2O2PS

A cluster of 2 separate species, BrH2O2PS in total at a distorted geometry (the ωB97M-V functional and the def2-TZVPD basis, the Open Molecules 2025 dataset).

Summary:
- Relative energy (zero: lowest compared OMol25 entry of this formula, charge and spin): 56.4 kcal per mole
- E_LUMO (spin up / spin down): -0.098 / -0.120 Eh

Structure (ORCA input):
```
! wB97M-V def2-TZVPD RIJCOSX def2/J DEFGRID3
* xyz 0 1
O -0.86593 0.59652 -0.74584
O -0.24060 0.03475 1.48550
P -0.11955 -0.59832 0.05458
S -0.80363 -2.43645 -0.09863
Br 2.95644 0.69416 -0.40060
H -0.77026 0.74178 -1.73164
H -0.15647 0.96756 1.43663
*
```

From a Mulliken analysis of the wavefunction, the atomic charges in e read:
1 O -0.468
2 O -0.379
3 P 0.632
4 S -0.258
5 Br -0.267
6 H 0.376
7 H 0.363


Entry 5:
# C2H4BrP

An isolated molecule of C2H4BrP at a distorted geometry (the ωB97M-V functional and the def2-TZVPD basis, the Open Molecules 2025 dataset).

Summary:
- Relative energy (zero: lowest compared OMol25 entry of this formula, charge and spin): 33.5 kcal per mole
- E_LUMO: 0.023 Eh
- SMILES: Br[C@H]1CP1

Structure (ORCA input):
```
! wB97M-V def2-TZVPD RIJCOSX def2/J DEFGRID3
* xyz 0 1
Br 2.30899 -1.08137 1.71473
C 0.59360 -0.78910 0.60971
C 0.43651 0.60136 0.05136
P 0.78849 -0.66843 -1.20822
H -0.11418 -1.52537 1.09460
H -0.49032 1.06590 -0.18936
H 1.21383 1.33084 0.00610
H -0.48240 -1.26665 -1.12937
*
```

From a Mulliken analysis of the wavefunction, the atomic charges in e read:
1 Br -0.199
2 C -0.194
3 C -0.615
4 P 0.014
5 H 0.398
6 H 0.258
7 H 0.312
8 H 0.026


Entry 6:
# C17H21N5O2S

An isolated molecule of C17H21N5O2S at a distorted geometry (the ωB97M-V functional and the def2-TZVPD basis, the Open Molecules 2025 dataset).

Summary:
- Relative energy (zero: lowest compared OMol25 entry of this formula, charge and spin): 51.9 kcal per mole
- E_LUMO: 0.003 Eh
- SMILES: Cc1ccc(S(=O)(=O)NCCc2cn3nc(C)c(C)nc3n2)cc1C

Structure (ORCA input):
```
! wB97M-V def2-TZVPD RIJCOSX def2/J DEFGRID3
* xyz 0 1
C -6.96822 0.00224 -1.11614
C -5.55056 -0.23341 -0.69703
C -4.68883 -0.94825 -1.52190
C -3.37537 -1.17998 -1.15457
C -2.93006 -0.68733 0.05419
S -1.23146 -0.95254 0.51676
O -1.03030 -0.47493 1.85967
O -0.83180 -2.29619 0.21637
N -0.46019 0.00777 -0.62266
C -0.40134 1.43002 -0.37796
C 0.54113 1.83493 0.77234
C 1.88057 1.21623 0.58522
C 2.29118 -0.01334 1.07694
N 3.54887 -0.18132 0.62401
N 4.39456 -1.17636 0.80980
C 5.56636 -1.06050 0.23646
C 6.52321 -2.18466 0.44742
C 5.90171 0.08386 -0.54739
C 7.23495 0.21152 -1.20365
N 5.04853 1.06675 -0.72099
C 3.86344 0.96290 -0.14450
N 2.84534 1.79410 -0.16119
C -3.76488 0.02475 0.88947
C -5.08494 0.26021 0.52806
C -5.99009 1.02835 1.43969
H -7.17920 1.06951 -1.17077
H -7.16250 -0.44019 -2.08921
H -7.65718 -0.43261 -0.39313
H -5.05476 -1.32856 -2.46439
H -2.69603 -1.73792 -1.77742
H 0.43621 -0.39313 -0.85735
H -1.42080 1.74861 -0.14872
H -0.07659 1.91269 -1.30376
H 0.11796 1.48529 1.71350
H 0.63766 2.92028 0.78027
H 1.77910 -0.72697 1.68813
H 7.42921 -1.82509 0.93250
H 6.05505 -2.93990 1.07183
H 6.80396 -2.62790 -0.50656
H 8.02966 0.18960 -0.45938
H 7.27331 1.15182 -1.74513
H 7.39953 -0.61263 -1.89632
H -3.36878 0.38116 1.82810
H -6.84837 0.42190 1.72623
H -5.46116 1.32782 2.33990
H -6.36811 1.92140 0.94326
*
```

Mulliken population analysis, charges in e, atoms 1 to 8:
1 C -1.465
2 C 1.190
3 C -1.074
4 C -0.762
5 C -0.226
6 S 1.489
7 O -0.668
8 O -0.776


Entry 7:
# C4H7FS

An isolated molecule of C4H7FS at a distorted geometry (the ωB97M-V functional and the def2-TZVPD basis, the Open Molecules 2025 dataset).

Summary:
- Relative energy (zero: lowest compared OMol25 entry of this formula, charge and spin): 43.5 kcal per mole
- E_LUMO: 0.029 Eh
- SMILES: CCS/C=C/F

Structure (ORCA input):
```
! wB97M-V def2-TZVPD RIJCOSX def2/J DEFGRID3
* xyz 0 1
C -0.18960 -1.63851 1.76069
C -0.69877 -0.21245 1.89048
S -0.95949 0.75380 0.34663
C 0.52601 0.60782 -0.49646
C 0.55999 -0.10436 -1.62185
F 1.62205 0.13693 -2.50812
H -0.08802 -1.82840 2.89079
H 0.83803 -1.60300 1.35391
H -0.76395 -2.33250 1.12942
H 0.11152 0.32646 2.57687
H -1.75061 -0.09278 2.29903
H 1.43366 1.22613 -0.50654
H -0.21296 -0.90410 -1.91362
*
```

Mulliken population analysis, charges in e, atoms 1 to 8:
1 C -0.962
2 C -0.382
3 S -0.160
4 C -0.417
5 C 0.039
6 F -0.251
7 H 0.298
8 H 0.301


Entry 8:
# C2H3BrFN

A structure of composition C2H3BrFN at a distorted geometry (the ωB97M-V functional and the def2-TZVPD basis, the Open Molecules 2025 dataset).

Summary:
- Relative energy (zero: lowest compared OMol25 entry of this formula, charge and spin): 19.0 kcal per mole
- E_LUMO: 0.020 Eh

Structure (ORCA input):
```
! wB97M-V def2-TZVPD RIJCOSX def2/J DEFGRID3
* xyz 0 1
C -0.75391 -0.17270 0.46127
C 0.53819 0.25528 -0.05369
N -0.44155 -0.00800 -0.95909
F 1.03828 1.90675 0.20499
Br 2.20602 -0.58214 0.16845
H -0.79908 -1.15357 0.92149
H -1.45784 0.55268 0.83933
H -0.33010 -0.79830 -1.58275
*
```

From a Mulliken analysis of the wavefunction, the atomic charges in e read:
1 C -0.439
2 C 0.603
3 N -0.446
4 F -0.427
5 Br -0.059
6 H 0.255
7 H 0.219
8 H 0.294


Number 1: calculated total energy -34801.622 eV. Number 2: calculated total energy -9440.469 eV. Number 3: calculated total energy -21755.628 eV. Number 4: calculated total energy -94293.889 eV. Number 5: calculated total energy -81468.200 eV. Number 6: calculated total energy -40350.298 eV. Number 7: calculated total energy -17812.456 eV. Number 8: calculated total energy -76370.127 eV.